Record 1
Density functional theory data (ωB97M-V/def2-TZVPD) for C6H16N2 as an isolated structure.

Geometry (Å):
N -2.49 0.03 -0.59
N -0.29 -0.80 -0.11
C -0.44 0.83 -1.96
C 2.45 -0.67 0.89
C 1.54 -0.54 -0.31
C -0.60 1.65 0.42
C -0.68 0.46 -0.51
C -0.60 -1.25 1.24
H -0.94 -2.29 1.19
H -0.71 1.39 1.48
H 0.34 2.18 0.29
H -2.53 -0.86 -1.10
H -2.87 -0.16 0.33
H 0.47 1.43 -2.09
H -0.37 -0.06 -2.59
H -1.42 2.34 0.18
H 0.21 -1.30 1.97
H -1.35 -0.70 1.81
H 1.83 0.35 -0.85
H 2.37 0.22 1.53
H 1.65 -1.38 -1.00
H 3.49 -0.78 0.58
H -1.27 1.46 -2.31
H 2.22 -1.54 1.50

Results
Energy ... -9458.5230 eV
Energy relative to the best compared isomer or geometry (same formula, charge and spin) ... 3.5513 eV
HOMO ... -7.971 eV
LUMO energy ... 0.033 Ha
HOMO-LUMO gap ... 8.9 eV
Maximum force ... 5.906 eV/A


Record 2
Density functional theory data (ωB97M-V/def2-TZVPD) for a 2-piece molecular cluster, C6H16N2 overall.

Geometry (Å):
N 0.88 1.40 0.36
N -2.73 2.26 0.98
C 0.68 -1.57 -1.06
C -0.66 -1.55 -1.74
C 1.20 -2.55 -0.26
C 2.64 -2.38 0.23
C -0.39 1.53 1.05
C -1.44 2.28 0.23
H -1.14 -0.56 -1.47
H -0.35 1.91 2.09
H 0.65 -3.43 0.09
H -0.62 -1.67 -2.84
H 3.09 -1.47 -0.17
H 2.67 -2.24 1.35
H 1.28 -0.66 -1.19
H 1.53 2.15 0.62
H -3.41 1.86 0.36
H -1.42 1.85 -0.80
H -2.95 3.23 1.16
H -1.09 3.30 -0.01
H 1.31 0.61 0.83
H -1.25 -2.36 -1.31
H 3.33 -3.21 0.03
H -0.86 0.51 1.23

Results
Energy ... -9460.4119 eV
Energy relative to the best compared isomer or geometry (same formula, charge and spin) ... 1.6625 eV
HOMO ... -8.907 eV
LUMO energy ... 0.040 Ha
HOMO-LUMO gap ... 10.0 eV
Maximum force ... 1.861 eV/A


Record 3
Density functional theory data (ωB97M-V/def2-TZVPD) for a single C6H16N2 molecule.

Geometry (Å):
N 0.23 -2.18 -0.75
N 0.55 0.68 1.71
C -0.29 -1.04 0.00
C -0.38 -3.48 -0.46
C -0.32 2.51 0.11
C 0.67 -0.66 1.13
C 0.83 1.83 0.87
C -0.32 2.24 -1.42
H -0.35 0.77 2.17
H 1.27 2.56 1.50
H -0.49 -0.20 -0.67
H 0.23 3.03 -1.92
H 0.47 -1.34 1.97
H 1.71 -0.83 0.85
H -1.27 -1.25 0.44
H -0.41 -4.07 -1.37
H 0.16 1.33 -1.70
H -1.35 2.18 -1.76
H 1.64 1.59 0.17
H -1.24 2.19 0.61
H -1.44 -3.43 -0.19
H -0.40 3.59 0.20
H 0.23 -2.02 -1.73
H 0.25 -4.02 0.24

Results
Energy ... -9460.5839 eV
Energy relative to the best compared isomer or geometry (same formula, charge and spin) ... 1.4904 eV
HOMO ... -8.237 eV
LUMO energy ... 0.040 Ha
HOMO-LUMO gap ... 9.3 eV
Maximum force ... 1.355 eV/A


Record 4
Density functional theory data (ωB97M-V/def2-TZVPD) for C6H16N2 as an isolated structure.

Geometry (Å):
N -0.86 -0.04 1.61
N 0.82 -0.21 -1.94
C 0.34 0.05 0.81
C 1.09 1.36 1.04
C -1.01 -1.47 -1.04
C 1.23 -1.15 1.12
C -1.27 1.03 -1.21
C -0.30 -0.13 -1.05
H -1.69 0.98 -2.21
H 0.46 2.22 0.83
H 2.03 -1.24 0.38
H -0.76 1.99 -1.10
H 0.77 0.56 -2.61
H 1.06 0.29 -0.87
H -1.34 0.86 1.68
H -1.61 -1.55 -1.95
H 1.69 -1.05 2.10
H -0.29 -2.28 -1.03
H -2.09 0.96 -0.49
H -0.67 -0.38 2.55
H 0.65 -2.07 1.12
H -1.68 -1.56 -0.19
H 1.97 1.42 0.39
H 1.45 1.42 2.07

Results
Energy ... -9458.9379 eV
Energy relative to the best compared isomer or geometry (same formula, charge and spin) ... 3.1364 eV
HOMO ... -8.133 eV
LUMO energy ... 0.032 Ha
HOMO-LUMO gap ... 9.0 eV
Maximum force ... 4.590 eV/A


Record 5
Density functional theory data (ωB97M-V/def2-TZVPD) for a 2-piece molecular cluster, C6H16N2 overall.

Geometry (Å):
N -0.68 1.15 -0.01
N -2.04 -1.13 -0.58
C -0.67 0.05 0.94
C 2.71 0.70 0.34
C -2.00 -0.67 0.76
C -3.24 -1.83 -0.89
C 2.02 2.01 0.37
C 2.72 -0.04 -1.01
H 2.76 -1.11 -0.85
H 1.87 0.15 0.83
H 3.56 0.25 -1.65
H -2.78 0.07 0.97
H 3.62 0.48 0.90
H -3.35 -2.72 -0.25
H -3.21 -2.17 -1.93
H 0.10 -0.70 0.70
H 1.83 2.39 1.38
H 0.26 1.62 -0.03
H -0.85 0.72 -0.92
H -4.13 -1.21 -0.72
H 2.36 2.83 -0.25
H -2.14 -1.48 1.51
H -0.54 0.41 1.96
H 1.83 0.23 -1.56

Results
Energy ... -9454.5205 eV
Energy relative to the best compared isomer or geometry (same formula, charge and spin) ... 7.5538 eV
HOMO ... -6.205 eV
LUMO energy ... -0.106 Ha
HOMO-LUMO gap ... 3.3 eV
Maximum force ... 3.149 eV/A


Record 6
Density functional theory data (ωB97M-V/def2-TZVPD) for a 2-piece molecular cluster, C6H16N2 overall.

Geometry (Å):
N -0.78 0.92 3.01
N 1.38 -1.06 -1.27
C -0.60 0.53 -1.03
C 0.34 -0.26 -1.85
C -1.25 -0.26 0.21
C -0.45 -0.90 1.42
C 0.25 0.08 2.36
C 0.88 0.55 -3.14
H -1.06 -1.60 1.95
H -2.00 0.45 0.61
H 0.13 1.25 -0.63
H -1.54 0.49 3.49
H -1.79 -1.19 -0.10
H 1.34 0.91 0.31
H -1.44 0.94 -1.69
H 1.56 1.40 -2.74
H 1.00 -0.46 2.97
H 1.67 -0.08 -3.66
H 0.08 -1.26 -2.09
H 0.00 0.83 -3.87
H 2.04 -0.32 -0.79
H 0.48 -1.42 1.05
H 0.62 0.95 1.66
H -0.32 1.65 3.55

Results
Energy ... -9452.7278 eV
Energy relative to the best compared isomer or geometry (same formula, charge and spin) ... 9.3465 eV
HOMO ... -7.920 eV
LUMO energy ... -0.076 Ha
HOMO-LUMO gap ... 5.9 eV
Maximum force ... 6.029 eV/A


Record 7
Density functional theory data (ωB97M-V/def2-TZVPD) for C6H16N2O as an isolated structure.

Geometry (Å):
O -0.33 -1.06 -1.72
N 0.48 -0.47 -0.73
N -0.02 1.30 -0.66
C 0.82 -2.57 0.41
C 0.85 -0.18 1.68
C 0.05 -0.80 0.55
C 1.09 2.20 -0.79
C -1.42 -1.00 0.86
C -1.31 1.78 -1.06
H 1.90 -0.07 1.41
H -1.87 -0.04 1.14
H 2.05 1.74 -0.52
H 1.82 -2.53 -0.02
H 0.98 3.08 -0.13
H 0.14 -3.16 -0.19
H -1.30 2.07 -2.12
H -1.97 -1.40 0.01
H 0.01 -0.62 -2.51
H 0.46 0.82 1.91
H -2.11 1.04 -0.96
H 1.20 2.57 -1.82
H -1.53 -1.69 1.70
H 0.76 -0.79 2.59
H 0.85 -2.88 1.45
H -1.59 2.66 -0.47

Results
Energy ... -11503.9567 eV
Energy relative to the best compared isomer or geometry (same formula, charge and spin) ... 6.0981 eV
HOMO (spin up / spin down) ... -7.699 / -7.700 eV
LUMO energy (spin up / spin down) ... 0.029 / 0.029 Ha
HOMO-LUMO gap (spin up / spin down) ... 8.5 / 8.5 eV
Maximum force ... 5.619 eV/A


Record 8
Density functional theory data (ωB97M-V/def2-TZVPD) for a 2-piece molecular cluster, C6H16N2O overall.

Geometry (Å):
O 2.57 0.03 1.90
N 0.44 -1.89 1.43
N 2.02 -0.22 0.75
C -1.52 2.39 0.41
C -1.64 1.89 1.83
C 1.67 -0.75 -2.07
C -0.71 -0.74 -1.33
C 1.09 -1.10 0.45
C 0.75 -1.31 -0.96
H -0.71 1.22 2.06
H -2.49 1.13 1.97
H -1.27 -0.54 -0.46
H -0.50 2.74 0.17
H -0.67 0.16 -2.04
H -2.37 3.10 0.18
H -1.62 1.54 -0.29
H -1.16 -1.57 -1.82
H 1.62 0.34 -2.10
H 2.72 -1.03 -1.88
H 0.80 -2.46 -1.29
H 0.90 -1.90 2.30
H 2.48 0.16 -0.09
H 0.05 -2.82 1.20
H 1.39 -1.11 -3.07
H -1.93 2.81 2.40

Results
Energy ... -11506.1842 eV
Energy relative to the best compared isomer or geometry (same formula, charge and spin) ... 3.8707 eV
HOMO ... -7.736 eV
LUMO energy ... 0.025 Ha
HOMO-LUMO gap ... 8.4 eV
Maximum force ... 3.711 eV/A


Record 9
Density functional theory data (ωB97M-V/def2-TZVPD) for a single C6H16N2O molecule.

Geometry (Å):
O 3.42 1.01 -0.09
N -2.42 -0.99 0.27
N -0.36 1.42 -0.72
C -0.27 -0.85 -1.64
C 2.48 0.18 -0.77
C -0.11 0.06 -0.43
C 1.16 -0.14 0.31
C -1.42 0.57 1.89
C -1.18 -0.54 0.88
H 2.91 -0.78 -1.09
H -0.52 0.82 2.45
H 2.23 0.74 -1.67
H -2.79 -1.78 0.79
H -0.75 -1.40 1.41
H 1.30 0.61 1.09
H 1.30 -1.15 0.67
H -2.19 0.28 2.62
H 3.77 0.51 0.65
H -0.02 -0.33 -2.57
H -3.12 -0.26 0.21
H -1.13 1.55 -1.35
H 0.49 1.93 -0.97
H -1.80 1.46 1.38
H -1.30 -1.18 -1.72
H 0.34 -1.75 -1.59

Results
Energy ... -11507.8337 eV
Energy relative to the best compared isomer or geometry (same formula, charge and spin) ... 2.2212 eV
HOMO ... -8.197 eV
LUMO energy ... 0.032 Ha
HOMO-LUMO gap ... 9.1 eV
Maximum force ... 4.933 eV/A


Record 10
Density functional theory data (ωB97M-V/def2-TZVPD) for a 3-piece molecular cluster, C6H16N2O2 overall.

Geometry (Å):
O 0.93 -0.78 -0.98
O -2.31 -2.33 -0.11
N -0.54 2.13 0.12
N -2.51 -0.34 -1.47
C 1.61 -0.11 -0.18
C 2.21 -0.78 1.04
C -0.16 1.12 0.99
C -1.68 -1.40 -0.96
C -1.01 0.12 1.33
C 2.36 1.11 -0.68
H -1.13 1.81 -0.64
H -1.36 -2.00 -1.82
H 1.49 -1.47 1.48
H 2.55 -0.06 1.78
H 0.21 2.71 -0.22
H 0.65 1.37 1.66
H 1.82 1.56 -1.52
H -2.05 0.15 1.06
H 3.07 -1.37 0.72
H 2.52 1.84 0.10
H -0.75 -0.60 2.10
H -0.54 -1.04 -0.71
H -2.95 0.19 -0.73
H 3.34 0.79 -1.03
H -3.24 -0.70 -2.06
H -2.53 -1.91 0.73

Results
Energy ... -13554.0908 eV
Energy relative to the best compared isomer or geometry (same formula, charge and spin) ... 4.0604 eV
HOMO ... -8.290 eV
LUMO energy ... 0.016 Ha
HOMO-LUMO gap ... 8.7 eV
Maximum force ... 3.701 eV/A